The following is a quantum chemistry calculation of a 11-piece molecular cluster, C17H38F2N13O21 overall in a non-equilibrium geometry, from the Open Molecules 2025 dataset.

Summary:
- Total charge: +1
- Max |F|: 0.0300 Eh/bohr
- Gap between HOMO and LUMO: 8.6 eV

Cartesian coordinates (Å):
O: 0.196 8.524 -7.681
C: -0.200 2.706 -2.061
O: 2.770 2.131 -3.515
H: -0.518 6.432 -8.617
N: 0.309 -0.985 1.988
H: 1.606 0.631 2.194
C: -0.412 -0.687 3.143
O: -1.917 2.286 4.866
N: 4.895 -3.891 -0.296
H: 4.749 7.595 -8.108
H: -4.201 -4.624 3.418
O: 0.320 0.455 -1.911
C: 0.537 6.343 -8.388
C: -1.325 -1.672 3.257
N: -6.283 -4.356 3.398
C: 1.444 -0.175 1.487
N: 0.597 1.575 -1.527
O: 4.725 6.694 -5.052
N: -3.210 0.792 -2.558
N: 4.468 -5.373 3.621
O: 4.773 -2.815 0.263
H: -3.331 0.145 4.712
H: 1.180 0.290 0.541
H: 0.161 3.622 -1.613
C: -0.153 -2.077 1.430
C: -1.033 -4.733 2.040
O: -5.931 -2.722 6.297
C: 3.221 -6.026 3.134
C: -8.216 -2.391 6.245
O: -3.621 1.289 -1.526
N: -3.091 2.208 4.545
H: -1.998 -0.885 -2.808
F: 0.287 -2.598 0.335
H: -1.236 2.519 -1.787
H: -3.349 -1.094 -1.646
O: -1.860 -3.708 1.923
C: 4.966 7.795 -7.067
H: -2.906 0.746 3.077
N: 1.002 7.632 -7.806
H: 3.860 -4.629 -1.955
H: 3.350 -6.228 2.076
N: -1.163 -2.541 2.204
O: 5.491 -6.003 3.500
H: -8.410 -3.282 6.835
C: 4.065 4.045 -3.784
H: -0.076 2.724 -3.135
N: -0.212 -5.501 1.860
H: 4.088 4.786 -2.992
O: 2.175 7.692 -7.492
H: 3.873 -2.255 2.788
O: 4.060 5.664 -6.817
C: -3.512 0.908 3.964
N: -6.831 -1.937 6.545
O: -3.914 3.080 4.654
H: 2.233 -1.855 3.368
H: 3.571 -0.291 1.516
H: 1.121 6.162 -9.285
H: 2.480 -2.997 2.064
H: -8.242 -2.611 5.182
H: 2.776 -1.467 0.437
H: -4.564 0.958 3.705
H: 4.858 3.315 -3.665
F: -2.192 -1.845 4.199
H: -0.228 0.147 3.792
H: 4.106 4.515 -4.754
C: -4.905 -3.813 3.272
H: 4.420 8.662 -6.715
C: 2.853 -2.066 2.498
C: 3.677 -4.509 -0.892
H: 6.034 7.920 -6.908
H: -4.794 -3.055 4.043
O: 4.374 -4.262 4.108
O: 1.754 4.001 -3.805
H: -8.907 -1.597 6.498
O: -6.405 -5.534 3.635
H: 2.833 -3.853 -0.712
O: -6.676 -0.826 6.995
N: 2.764 3.333 -3.692
N: 4.544 6.622 -6.253
O: 1.477 1.819 -0.723
O: 5.925 -4.505 -0.417
H: 0.717 5.570 -7.646
H: 3.533 -5.474 -0.416
O: -2.908 1.395 -3.561
H: -4.812 -3.383 2.278
H: 2.390 -5.354 3.308
H: -3.677 -1.059 -3.405
O: -7.188 -3.558 3.266
H: 3.099 -6.951 3.689
C: -3.046 -0.686 -2.604
C: 2.748 -0.986 1.403

The following is a quantum chemistry calculation of a 3-piece molecular cluster, C17H38FN3O7S overall in a non-equilibrium geometry, from the Open Molecules 2025 dataset.

Summary:
- Max |F|: 0.1453 Eh/bohr
- SMILES: CCCO[C@@](S)(ON=O)O[C@@H](CNCC(=O)N(C)C)C[C@@H](C)F.CCO.CCO
- Gap between HOMO and LUMO: 8.3 eV

Cartesian coordinates (Å):
C: -3.588 5.239 2.337
C: -2.681 4.651 1.276
H: 0.593 0.941 -3.607
H: -1.626 -0.215 2.030
C: -1.852 -2.420 -3.752
H: -1.404 2.125 0.209
H: 3.643 0.756 3.108
H: 3.178 0.519 -2.579
C: -2.821 -2.708 0.019
C: 0.457 -2.167 2.004
H: 4.985 2.482 1.289
C: -1.081 -0.287 0.977
O: 1.075 3.553 -1.159
N: -4.737 -3.987 0.129
H: 2.599 -0.255 0.786
H: 0.481 0.747 2.029
O: -2.437 -2.137 -1.279
O: -1.740 -2.832 1.004
H: 5.979 0.798 3.654
N: 0.098 0.659 1.042
H: 6.315 0.468 1.959
N: 1.399 1.151 -1.496
H: -4.106 3.649 0.405
C: 1.978 -2.457 1.468
H: -1.694 4.430 1.695
O: -5.362 -4.502 -0.785
C: 2.564 -1.359 0.400
H: 3.693 -1.670 0.189
C: -0.641 -1.885 0.774
H: -1.889 -0.002 0.167
S: -4.283 -1.663 0.669
H: 2.019 -1.466 -0.653
C: -2.458 -3.129 -2.364
H: -3.173 6.171 2.732
H: 0.387 -1.293 2.795
H: -1.041 -1.611 -3.502
F: 2.869 -2.360 2.684
C: 6.109 1.270 2.675
H: -1.846 -3.721 -5.741
H: -3.721 4.533 3.164
H: 6.974 1.937 2.717
C: -1.211 -3.606 -4.741
C: -0.268 2.037 0.515
H: -0.055 -2.080 -0.220
H: -1.779 -4.069 -2.180
H: 2.708 2.344 -2.910
O: -3.234 3.440 0.782
O: 3.750 1.146 2.223
H: -0.107 -3.356 -5.068
C: 4.860 2.030 2.278
H: 4.640 2.826 2.996
O: -3.396 -4.086 -0.133
H: 2.141 -3.573 1.076
H: -2.685 -1.901 -4.396
H: -4.184 -1.613 2.096
C: 2.745 1.514 -2.083
H: -0.106 2.790 1.407
H: -0.642 0.569 -2.147
C: 0.472 0.515 -2.508
H: -1.223 -4.667 -4.220
H: -4.583 5.441 1.928
H: 0.091 -3.142 2.587
H: 0.785 -0.634 -2.571
H: -2.553 5.346 0.440
H: -3.582 -3.413 -2.648
H: 3.438 1.871 -1.204
C: 0.759 2.316 -0.765